{
  "formula": "C27H35AsF4MoN4O6SSi",
  "method": "ωB97M-V/def2-TZVPD",
  "elements": ["Mo", "C", "C", "N", "C", "C", "C", "C", "N", "C", "C", "F", "C", "F", "C", "C", "F", "C", "F", "H", "H", "H", "H", "H", "H", "H", "H", "H", "H", "H", "H", "H", "H", "H", "C", "C", "C", "C", "C", "C", "N", "N", "Si", "C", "C", "C", "H", "H", "H", "H", "H", "H", "H", "H", "H", "H", "H", "H", "H", "H", "H", "O", "As", "O", "O", "C", "C", "C", "C", "C", "C", "S", "O", "O", "O", "H", "H", "H", "H", "H"],
  "xyz": [[-0.425, 0.003, 0.423], [2.227, 2.293, -2.886], [2.390, 0.881, -3.426], [2.184, -0.152, -2.418], [2.034, -1.476, -3.012], [3.208, -1.988, -3.850], [3.119, -0.128, -1.311], [2.511, -0.710, -0.038], [1.477, 0.157, 0.546], [1.930, 1.029, 1.568], [1.993, 2.404, 1.382], [1.671, 2.933, 0.199], [2.366, 3.247, 2.413], [2.402, 4.565, 2.187], [2.694, 2.753, 3.658], [2.640, 1.387, 3.851], [2.938, 0.865, 5.047], [2.267, 0.539, 2.827], [2.202, -0.780, 3.059], [2.095, 2.991, -3.714], [3.094, 2.628, -2.316], [1.356, 2.350, -2.236], [3.369, 0.790, -3.924], [1.631, 0.710, -4.196], [1.133, -1.454, -3.632], [1.830, -2.186, -2.209], [3.370, -1.378, -4.739], [3.002, -3.007, -4.183], [4.139, -2.012, -3.281], [3.416, 0.902, -1.111], [4.046, -0.684, -1.525], [3.304, -0.857, 0.699], [2.063, -1.682, -0.237], [2.980, 3.415, 4.462], [-1.186, 3.117, -1.650], [-1.317, 1.758, -2.266], [-1.793, 1.579, -3.551], [-1.909, 0.284, -4.057], [-1.557, -0.814, -3.303], [-1.064, -0.587, -2.010], [-0.954, 0.690, -1.544], [-0.660, -1.462, -1.059], [-0.981, -3.179, -0.971], [-2.773, -3.436, -0.507], [0.205, -3.880, 0.299], [-0.674, -4.069, -2.597], [-0.516, 3.735, -2.249], [-0.798, 3.059, -0.637], [-2.160, 3.604, -1.613], [-2.077, 2.439, -4.141], [-2.289, 0.137, -5.061], [-1.653, -1.818, -3.685], [-3.033, -2.954, 0.436], [-3.017, -4.498, -0.424], [-3.415, -3.003, -1.279], [-0.263, -4.703, 0.846], [0.511, -3.130, 1.028], [1.102, -4.276, -0.186], [-1.489, -3.947, -3.313], [-0.580, -5.140, -2.399], [0.253, -3.739, -3.070], [-0.894, -1.676, 4.512], [-1.723, -2.074, 2.995], [-3.145, -0.972, 3.186], [-0.666, -1.143, 1.968], [-3.130, 0.220, 3.837], [-3.412, 0.228, 5.203], [-3.496, 1.415, 5.902], [-3.309, 2.630, 5.253], [-3.030, 2.639, 3.902], [-2.928, 1.441, 3.192], [-2.455, 1.633, 1.505], [-3.142, 2.775, 0.990], [-0.954, 1.800, 1.549], [-2.654, 0.370, 0.756], [-0.075, -1.201, 4.312], [-3.564, -0.724, 5.692], [-3.715, 1.394, 6.962], [-3.387, 3.562, 5.796], [-2.893, 3.571, 3.371]],
  "forces_ev_per_angstrom": [[-0.3983, -0.1066, -0.1278], [-0.0034, 0.0085, -0.0103], [0.0056, -0.0165, -0.0172], [-0.0272, -0.0038, 0.0016], [0.0124, -0.0036, -0.0005], [-0.0053, -0.0006, -0.0014], [0.0297, -0.0443, 0.0125], [0.0153, 0.0866, -0.0057], [0.1415, 0.0207, -0.0378], [0.0385, 0.0571, -0.0918], [0.0128, 0.0305, 0.0443], [-0.0107, -0.0129, -0.0128], [0.0056, -0.0330, 0.0246], [0.0030, 0.0122, 0.0035], [-0.0021, 0.0199, -0.0097], [-0.0074, -0.0119, -0.0285], [0.0056, 0.0051, 0.0050], [-0.0119, -0.0274, 0.0451], [0.0077, 0.0001, 0.0004], [0.0126, 0.0009, 0.0097], [-0.0094, -0.0068, 0.0076], [0.0155, -0.0081, -0.0137], [-0.0031, 0.0129, 0.0011], [0.0098, -0.0114, -0.0052], [0.0078, -0.0038, 0.0038], [-0.0026, 0.0222, -0.0143], [-0.0029, -0.0029, 0.0100], [0.0070, 0.0052, 0.0000], [-0.0061, -0.0004, -0.0077], [-0.0180, 0.0073, 0.0041], [0.0122, 0.0301, -0.0137], [-0.0071, -0.0331, 0.0107], [-0.0160, -0.0117, -0.0134], [-0.0019, -0.0014, -0.0086], [-0.0187, 0.0130, -0.0209], [-0.0220, 0.0236, -0.0284], [0.0392, 0.0051, 0.0343], [0.0115, -0.0315, 0.0160], [-0.0207, 0.0185, -0.0352], [0.0347, 0.0286, -0.0438], [0.0316, -0.0781, 0.1342], [0.0794, -0.0408, -0.0130], [0.0382, -0.0263, 0.0747], [0.0019, -0.0127, -0.0251], [-0.0283, -0.0304, -0.0421], [0.0142, 0.0350, -0.0268], [-0.0269, 0.0104, -0.0040], [0.0225, -0.0080, -0.0018], [0.0042, -0.0013, 0.0181], [0.0026, -0.0034, -0.0044], [0.0005, 0.0034, 0.0043], [0.0001, 0.0112, 0.0054], [0.0002, 0.0158, 0.0154], [0.0083, 0.0140, -0.0012], [-0.0042, -0.0075, 0.0127], [0.0224, -0.0174, -0.0182], [-0.0062, 0.0138, 0.0085], [-0.0069, 0.0226, 0.0125], [0.0098, -0.0024, 0.0105], [-0.0027, 0.0174, 0.0199], [-0.0250, -0.0281, -0.0077], [0.0969, -0.0614, 0.0075], [0.0303, -0.0213, -0.0972], [0.0174, 0.0853, -0.0119], [-0.1439, -0.0410, 0.2587], [-0.0194, -0.0137, 0.0150], [0.0048, 0.0223, -0.0106], [0.0033, -0.0281, 0.0142], [0.0010, 0.0363, -0.0249], [-0.0014, -0.0237, 0.0292], [-0.0079, -0.0301, -0.0162], [0.0233, 0.0142, 0.0426], [0.0154, 0.0111, 0.0182], [0.0262, 0.0169, -0.0116], [0.0325, 0.0718, -0.0918], [-0.0480, 0.0504, 0.0252], [-0.0008, -0.0028, -0.0040], [0.0005, -0.0017, -0.0040], [0.0009, -0.0040, -0.0039], [-0.0002, -0.0039, 0.0078]],
  "mulliken_charge": [-1.151, -1.151, -0.834, 1.300, -0.490, -1.698, -1.000, -1.055, 1.640, 0.734, -0.541, -0.361, 0.470, -0.319, -0.689, 0.381, -0.325, -0.190, -0.409, 0.462, 0.404, -0.024, 0.331, 0.497, 0.423, -0.105, 0.330, 0.481, 0.260, 0.473, 0.158, 0.684, 0.070, 0.521, -1.411, 0.830, -1.205, -0.634, -0.855, 0.826, 0.889, 1.290, -0.008, -0.908, -0.717, -1.285, 0.389, -0.033, 0.448, 0.532, 0.439, 0.329, 0.142, 0.382, 0.310, 0.446, -0.033, 0.327, 0.403, 0.406, 0.298, -0.639, 0.042, -0.548, 0.024, 0.756, -0.383, -0.522, -0.718, -0.925, -0.182, 1.796, -0.672, -0.340, -0.599, 0.295, 0.451, 0.386, 0.409, 0.492],
  "multiplicity": 3,
  "homo_lumo_gap_ev": [7.39, 8.26],
  "s_squared": 2.019,
  "relative_energy_kj_mol": 0.0,
  "lumo_ev": [-0.4357, -0.0720]
}

=====

{
  "formula": "C27H35BFeO2",
  "method": "ωB97M-V/def2-TZVPD",
  "elements": ["C", "C", "C", "O", "B", "C", "C", "C", "C", "C", "C", "C", "C", "C", "O", "C", "C", "C", "H", "H", "H", "H", "H", "H", "H", "H", "H", "H", "H", "H", "H", "H", "H", "H", "H", "H", "H", "H", "H", "H", "C", "C", "C", "C", "C", "C", "C", "Fe", "C", "C", "C", "C", "C", "H", "H", "H", "H", "H", "H", "H", "H", "H", "H", "H", "H", "H"],
  "xyz": [[-2.705, -2.516, -3.800], [-1.583, -2.727, -2.788], [-0.809, -4.011, -3.083], [-0.725, -1.606, -2.798], [-0.157, -1.563, -1.454], [1.414, -2.158, -1.527], [2.018, -2.608, -0.362], [3.279, -3.229, -0.430], [3.917, -3.373, -1.668], [3.314, -2.875, -2.827], [2.060, -2.248, -2.752], [-0.108, -0.079, -0.733], [-0.497, 0.016, 0.677], [0.169, 1.138, -1.371], [-0.873, -2.452, -0.543], [-2.069, -2.744, -1.211], [-3.096, -1.644, -0.981], [-2.606, -4.070, -0.703], [-3.443, -3.326, -3.750], [-3.222, -1.566, -3.632], [-2.299, -2.509, -4.818], [-1.495, -4.862, -3.196], [-0.245, -3.895, -4.014], [-0.103, -4.243, -2.273], [1.523, -2.470, 0.602], [3.738, -3.586, 0.490], [4.886, -3.867, -1.726], [3.794, -2.964, -3.800], [1.603, -1.829, -3.651], [-0.877, -0.876, 1.197], [0.351, 0.400, 1.266], [-1.267, 0.803, 0.732], [-0.633, 1.420, -2.095], [1.128, 1.163, -1.969], [-4.063, -1.918, -1.420], [-3.228, -1.520, 0.097], [-2.766, -0.691, -1.415], [-3.501, -4.371, -1.259], [-1.841, -4.847, -0.760], [-2.885, -3.943, 0.347], [1.835, 2.846, -0.326], [0.392, 2.767, -0.027], [0.072, 3.633, 1.137], [-1.221, 3.640, 1.822], [-1.257, 4.709, 2.783], [0.020, 5.422, 2.716], [0.835, 4.775, 1.718], [0.257, 3.510, 3.116], [1.826, 2.403, 3.474], [0.595, 1.622, 3.566], [-0.270, 2.255, 4.546], [0.432, 3.399, 5.091], [1.722, 3.498, 4.433], [2.256, 2.352, -1.212], [2.091, 3.915, -0.381], [2.374, 2.448, 0.552], [-0.528, 2.779, -0.681], [-2.006, 2.967, 1.521], [-2.083, 5.004, 3.443], [0.271, 6.311, 3.308], [1.812, 5.095, 1.359], [2.693, 2.152, 2.872], [0.415, 0.660, 3.099], [-1.229, 1.865, 4.881], [0.090, 4.010, 5.922], [2.511, 4.205, 4.667]],
  "forces_ev_per_angstrom": [[-0.0470, -0.0243, 0.0399], [-1.5304, -0.7666, 1.3261], [0.1987, -0.0731, -0.0692], [0.7646, 0.0513, 1.4666], [-0.7429, -0.0756, 0.1655], [0.8350, 0.1502, -0.1213], [0.4518, -0.1189, 0.2076], [-0.4844, 0.3055, -0.2991], [-0.1757, 0.0515, 0.0309], [-0.3108, 0.1319, 0.3230], [0.4410, -0.0287, -0.1925], [0.0035, -2.1107, 1.1627], [-0.2399, 0.1838, 1.2971], [0.6691, -1.5432, -6.1377], [0.5374, 0.8940, -1.0834], [-0.5758, -0.7150, -2.0489], [-0.0605, 0.2293, 0.1431], [-0.0066, 0.0526, -0.0958], [0.1542, 0.1107, 0.0832], [0.1349, -0.1385, -0.0312], [0.0190, 0.0298, 0.1858], [0.0992, 0.2585, 0.0183], [-0.0634, -0.0406, 0.1194], [-0.1522, 0.0651, -0.2758], [0.1289, -0.1461, -0.3226], [-0.0289, 0.0341, -0.2465], [-0.2135, 0.1284, 0.0129], [0.0043, -0.0110, 0.2538], [0.0853, -0.2333, 0.2890], [0.2164, 0.2146, -0.5323], [-0.2061, -0.0139, -0.1721], [-0.0069, -0.0989, 0.3814], [0.2255, 0.1136, 0.2928], [-1.0222, 0.0653, 0.7429], [0.1929, 0.0349, 0.0790], [-0.0525, 0.0951, -0.0799], [-0.0825, -0.1791, 0.1381], [0.1824, -0.0270, 0.0534], [-0.1431, 0.0221, -0.0316], [0.0043, -0.0750, -0.0465], [1.1434, 0.0231, -0.1095], [-1.1822, 3.2576, 2.4791], [-0.8754, 1.7136, 0.0921], [0.5542, 1.0188, -0.8287], [0.1694, 0.9743, -0.7606], [-0.8921, -0.0792, -1.0089], [-1.0591, -0.1870, -0.7310], [0.1145, 0.1059, -0.0839], [-0.5084, -0.5917, 1.6363], [0.8119, 0.2111, 1.3677], [1.3461, -0.4850, 0.4785], [0.7479, -1.1149, 0.0098], [-0.2383, -1.4968, 0.4552], [-0.3972, 0.3430, 0.4089], [0.2338, -0.1619, -0.0962], [-0.0237, 0.1738, -0.2397], [1.3343, -0.2790, 0.7038], [-0.1676, -0.1520, 0.4196], [0.4873, -0.4116, -0.3600], [0.0011, -0.6589, -0.2604], [-0.2521, -0.1943, 0.4770], [-0.2772, 0.2138, 0.0139], [-0.1168, 0.5260, -0.0646], [0.2089, 0.3169, -0.2814], [-0.0317, 0.0820, -0.4882], [-0.3343, 0.0493, -0.2551]],
  "mulliken_charge": [-1.817, 1.678, -1.846, -0.783, 2.118, 0.316, -0.425, -0.842, -0.465, -0.744, -0.308, 0.480, -0.591, -1.504, -0.731, 1.376, -1.863, -1.852, 0.312, 0.388, 0.461, 0.409, 0.427, 0.276, 0.373, 0.397, 0.377, 0.405, 0.446, 0.572, -0.069, -0.020, 0.161, 0.107, 0.435, 0.451, 0.238, 0.310, 0.399, 0.462, -1.758, 0.274, 1.805, -0.889, -0.794, -0.654, -0.598, -0.055, -0.666, -0.023, -0.950, -0.633, -0.597, 0.445, 0.333, 0.182, 0.402, 0.549, 0.442, 0.462, 0.404, 0.534, 0.875, 0.449, 0.473, 0.476],
  "multiplicity": 5,
  "homo_lumo_gap_ev": [6.51, 5.48],
  "s_squared": 6.024,
  "lumo_ev": [0.6661, -3.0424]
}

=====

{
  "formula": "C27H35BrN5O2PdS2Si",
  "method": "ωB97M-V/def2-TZVPD",
  "elements": ["Pd", "C", "Si", "C", "C", "C", "C", "C", "C", "N", "C", "S", "H", "H", "H", "H", "H", "H", "H", "H", "H", "H", "H", "H", "C", "O", "C", "C", "C", "Br", "C", "C", "C", "O", "C", "N", "C", "C", "C", "C", "C", "C", "N", "H", "H", "H", "H", "H", "H", "H", "H", "H", "H", "H", "C", "N", "C", "C", "S", "N", "C", "C", "H", "H", "H", "H", "H", "H", "H", "H", "H", "H", "H", "H"],
  "xyz": [[0.303, -0.451, -0.059], [1.504, 4.682, -0.239], [3.268, 4.046, -0.393], [4.114, 4.626, -1.967], [4.180, 4.612, 1.161], [3.454, 2.139, -0.325], [4.694, 1.610, 0.022], [4.865, 0.254, 0.269], [3.756, -0.565, 0.211], [2.568, -0.107, -0.173], [2.428, 1.195, -0.484], [0.841, 1.523, -1.128], [1.534, 5.731, 0.064], [0.942, 4.132, 0.517], [0.948, 4.622, -1.174], [4.178, 5.716, -1.990], [3.568, 4.304, -2.856], [5.129, 4.230, -2.035], [4.069, 5.689, 1.304], [5.249, 4.397, 1.119], [3.774, 4.118, 2.046], [5.548, 2.272, 0.119], [5.834, -0.159, 0.510], [3.820, -1.621, 0.443], [-2.774, 0.533, -0.753], [-1.868, 0.606, 0.349], [-2.377, 0.384, 1.602], [-3.728, 0.251, 1.866], [-4.144, -0.029, 3.161], [-6.001, -0.250, 3.472], [-3.249, -0.140, 4.198], [-1.887, 0.046, 3.950], [-1.453, 0.278, 2.647], [-0.121, 0.348, 2.312], [-0.963, -0.011, 5.086], [-1.172, -0.704, 6.164], [-0.101, -0.451, 7.000], [0.158, -0.903, 8.292], [1.302, -0.447, 8.914], [2.187, 0.432, 8.275], [1.949, 0.890, 6.993], [0.788, 0.442, 6.379], [0.235, 0.694, 5.134], [-3.504, 1.343, -0.712], [-3.288, -0.430, -0.769], [-2.165, 0.642, -1.646], [-4.463, 0.339, 1.081], [-3.568, -0.353, 5.208], [0.392, -0.049, 3.030], [-0.526, -1.580, 8.787], [1.528, -0.760, 9.925], [3.075, 0.761, 8.798], [2.636, 1.565, 6.499], [0.461, 1.507, 4.584], [0.231, -5.684, -1.535], [0.362, -4.346, -0.961], [0.882, -3.374, -1.909], [-0.289, -4.019, 0.169], [-0.884, -2.445, 0.555], [-0.572, -5.016, 1.026], [0.318, -6.157, 1.215], [-1.553, -4.835, 2.093], [-0.106, -5.584, -2.567], [-0.507, -6.268, -0.996], [1.184, -6.217, -1.534], [1.610, -3.878, -2.541], [1.387, -2.563, -1.403], [0.086, -2.962, -2.535], [1.216, -6.053, 0.611], [-0.175, -7.098, 0.966], [0.616, -6.193, 2.263], [-2.432, -4.318, 1.717], [-1.146, -4.260, 2.927], [-1.852, -5.819, 2.448]],
  "forces_ev_per_angstrom": [[0.4071, 0.9584, -0.9625], [0.1488, -0.1810, -0.1620], [0.1450, 0.1395, 0.1859], [-0.1313, 0.0163, 0.2380], [0.0221, -0.0279, -0.2730], [-0.3255, -0.0080, 0.0099], [-0.0480, 0.0936, 0.0083], [-0.0531, -0.0538, -0.0307], [0.0596, -0.3622, 0.1820], [-1.0970, 0.1965, -0.3408], [0.6343, 0.2315, -0.0990], [-0.2167, -0.6671, 0.7778], [0.0839, -0.0125, -0.0222], [0.0073, -0.0155, 0.0292], [-0.0108, -0.0229, -0.0027], [0.0009, -0.0025, -0.0105], [-0.0186, -0.0202, 0.0130], [0.0032, -0.0015, 0.0112], [0.0041, 0.0002, -0.0375], [-0.0091, 0.0166, 0.0207], [-0.0283, -0.0147, -0.0169], [0.0012, -0.0279, 0.0144], [-0.0180, -0.0136, 0.0356], [-0.0291, 0.0155, 0.0277], [-0.1203, -0.0184, -0.1548], [0.5419, -0.3035, -0.1175], [-0.1391, -0.0294, 0.3228], [0.0171, -0.0497, -0.1357], [-0.1853, -0.0161, -0.0033], [0.1483, 0.0075, 0.0252], [0.0292, 0.0770, 0.0347], [-0.1296, 0.1090, -0.2869], [0.0339, -0.1119, 0.0680], [-0.1780, 0.2630, 0.2155], [0.2796, 0.0753, 0.2815], [-0.2340, -0.2371, -0.1510], [0.2762, 0.3569, -0.0429], [-0.0224, -0.0566, 0.0173], [0.0079, -0.0196, 0.0717], [0.0208, 0.0554, -0.0783], [0.0688, 0.0599, -0.0323], [-0.1747, -0.2618, 0.1877], [0.0217, -0.0251, -0.1364], [0.0416, 0.0252, 0.0686], [0.0476, -0.0083, 0.0103], [-0.0098, 0.0159, 0.0008], [0.0187, -0.0077, 0.0110], [-0.0166, 0.0257, -0.0032], [0.1010, -0.0197, -0.0016], [-0.0026, 0.0024, -0.0113], [-0.0315, -0.0526, -0.0182], [-0.0078, -0.0036, 0.0015], [-0.0197, 0.0137, 0.0284], [-0.1168, -0.0256, -0.0917], [-0.0604, -0.1421, -0.2008], [-0.1339, -0.0636, 0.1683], [-0.0195, 0.1607, 0.0251], [0.0685, -0.2569, -0.2055], [0.2531, -0.1036, 0.1255], [-0.0109, 0.1583, 0.1140], [0.1244, -0.1279, 0.1352], [-0.0559, 0.0509, 0.0740], [0.0207, 0.0516, -0.0080], [0.0102, 0.0655, -0.1214], [-0.0276, -0.0056, -0.0378], [-0.0384, -0.0073, -0.0038], [0.0443, 0.1606, 0.1360], [0.0009, -0.0176, 0.0228], [-0.0452, 0.0121, 0.1297], [0.0285, 0.0074, 0.0198], [-0.0352, 0.0336, 0.0135], [-0.0064, -0.0161, -0.0013], [0.0462, -0.0239, -0.0262], [0.0385, -0.0136, -0.0348]],
  "mulliken_charge": [0.353, -0.996, 0.189, -1.060, -1.079, 0.121, -0.264, -0.882, -0.506, -0.276, 1.132, -0.472, 0.363, 0.270, 0.329, 0.335, 0.334, 0.347, 0.363, 0.336, 0.316, 0.341, 0.390, 0.460, -0.978, -0.136, 0.238, -0.405, -0.505, -0.185, -0.855, 0.785, 0.552, -0.781, 0.163, -0.746, 0.677, -0.791, -0.489, -0.465, -0.987, 0.519, 0.017, 0.325, 0.420, 0.202, 0.526, 0.602, 0.369, 0.446, 0.394, 0.387, 0.400, 0.245, -1.265, 0.262, -0.770, 0.155, 0.076, 0.147, -1.215, -1.144, 0.442, 0.422, 0.348, 0.406, 0.070, 0.311, 0.382, 0.356, 0.443, 0.422, 0.388, 0.372],
  "homo_lumo_gap_ev": [5.98, 5.98],
  "total_charge": 1,
  "relative_energy_kj_mol": 18.8,
  "lumo_ev": [-4.4394, -4.4365]
}

=====

Number 1: molecular weight 818.6 g/mol. Number 2: molecular weight 458.2 g/mol. Number 3: molecular weight 740.2 g/mol.